Formula: C25H71N9O11
Source: OMol25
Level of theory: ωB97M-V with the def2-TZVPD basis set

Structure (XYZ):
```
116
Properties=species:S:1:pos:R:3
C 4.6773 3.2975 -2.7433
O 4.0802 3.3137 -1.4212
C 3.8990 2.0298 -0.9729
C 3.4586 2.1533 0.4825
N 2.0962 2.6682 0.6690
C 1.8442 2.9668 2.0303
C 0.5053 3.6042 2.1972
O 0.4987 4.8122 1.5211
C -0.7949 5.4537 1.5874
H 4.7973 4.3201 -3.0596
H 4.1520 2.6561 -3.4443
H 5.6577 2.7888 -2.6645
H 4.8127 1.4552 -0.9940
H 3.1502 1.4636 -1.5312
H 4.1835 2.8526 0.8914
H 3.5075 1.1807 0.9566
H 2.0831 3.5515 0.1191
H 2.5793 3.6566 2.4386
H 1.8331 2.0572 2.6549
H 0.2595 3.7794 3.2596
H -0.2772 2.8849 1.9099
H -1.1536 5.5909 2.6277
H -1.5922 4.9411 1.0008
H -0.5866 6.4479 1.1707
N 0.5992 0.2736 -0.6416
C 0.2583 -0.9535 -0.2297
N -0.0532 -1.8230 -1.1452
O 0.2271 -1.2619 0.9670
H 0.6957 0.4374 -1.6312
H 0.8490 0.9929 0.0523
H -0.0564 -1.6260 -2.1193
H -0.1704 -2.7781 -0.8544
N -2.7968 1.4209 -0.6859
C -3.5422 2.1333 -1.6047
N -4.3796 3.0819 -1.0683
O -3.3882 2.0152 -2.8107
H -3.2759 1.3349 0.1993
H -2.4876 0.5403 -1.0574
H -4.6514 3.7547 -1.7616
H -4.0839 3.4052 -0.1774
N 0.6159 0.4144 5.6026
C 0.1221 0.1698 4.3685
N 0.8866 -0.7210 3.7362
O -0.8599 0.6623 3.8724
H -0.0408 0.5941 6.3640
H 1.2645 -0.3310 5.8969
H 1.7532 -0.7233 4.1911
H 0.9271 -0.5440 2.7093
N -2.8757 -1.3512 1.0979
C -3.9104 -0.9771 1.8791
N -3.4367 0.0167 2.7362
O -4.9911 -1.3841 1.7575
H -1.9257 -1.1399 1.3180
H -3.0178 -2.1393 0.5269
H -4.0021 0.0624 3.5647
H -2.4533 0.2143 2.8444
C -2.0283 -3.0472 4.4214
C -0.7006 -3.5861 3.8567
C -0.5690 -5.1018 3.9961
O -0.5070 -3.3651 2.4749
H -2.9204 -3.5031 3.9885
H -2.1984 -2.0104 4.2464
H -2.0578 -3.2683 5.4875
H 0.1050 -3.0760 4.4093
H -1.4205 -5.6444 3.6205
H -0.4679 -5.3655 5.0529
H 0.3289 -5.4858 3.4931
H -0.1800 -2.4910 2.1878
C 0.4286 4.3631 -2.4168
C -0.9083 4.3369 -3.1640
C -1.7889 5.5608 -2.9628
O -0.6489 4.2395 -4.5256
H 0.3461 4.4923 -1.3296
H 0.9426 5.2734 -2.7467
H 0.9665 3.4597 -2.7125
H -1.4235 3.4035 -2.9770
H -1.1501 6.3579 -3.3106
H -2.1391 5.6556 -1.9218
H -2.6690 5.4033 -3.6069
H -0.2690 5.0188 -4.9400
C 3.4042 -2.6299 -1.1892
C 3.7637 -1.8042 0.1043
C 3.5145 -2.6934 1.3924
O 5.1470 -1.4598 0.0566
H 2.3638 -2.9797 -1.1414
H 4.0754 -3.4835 -1.1864
H 3.6168 -2.0917 -2.0989
H 3.2055 -0.8327 0.1546
H 2.5012 -3.1044 1.3981
H 3.8113 -2.1513 2.2859
H 4.1615 -3.5702 1.2619
H 5.5750 -1.1980 0.8619
C -2.4654 -4.9283 -1.1215
C -1.8049 -5.0681 0.2331
C -1.5584 -6.5291 0.5091
O -0.6070 -4.4166 0.1854
H -1.9535 -5.4385 -1.9148
H -2.5708 -3.8508 -1.2730
H -3.4720 -5.3208 -1.0376
H -2.4276 -4.6079 1.0131
H -0.8452 -6.8932 -0.2617
H -2.4700 -7.1539 0.4780
H -0.9805 -6.6733 1.4368
H -0.4127 -4.1596 1.1276
C -0.8060 -1.3443 -5.3957
C -0.2741 0.0799 -5.0474
C -1.4336 0.8096 -4.4655
O 0.7204 0.0318 -4.0338
H 0.0122 -1.9555 -5.7656
H -1.6078 -1.1706 -6.1614
H -1.2281 -1.8232 -4.5371
H 0.1763 0.6175 -5.8971
H -1.6348 0.3436 -3.4887
H -2.3152 0.8778 -5.1281
H -1.1322 1.7954 -4.1488
H 1.4091 -0.5395 -4.4094
```

Output
E_HOMO = -9.346 eV
SMILES string = COCCNCCOC.NC(N)=O.NC(N)=O.NC(N)=O.NC(N)=O.CC(C)O.CC(C)O.CC(C)O.CC(C)O.CC(C)O
Kohn-Sham gap = 9.6321 eV
E_LUMO = 0.286 eV
ΔE to the lowest compared entry with this formula, charge and spin = 0.0 kcal per mole
2S+1 = 1
calculated total energy = -63012.67024 eV

***

Formula: C25H72CsN5O12S
Source: OMol25
Level of theory: ωB97M-V with the def2-TZVPD basis set

Structure (XYZ):
```
116
Properties=species:S:1:pos:R:3
O -4.3023 2.4615 -1.5417
H -4.0889 3.2538 -2.0803
H -3.4391 1.9388 -1.3821
H -4.8237 2.6898 -0.7627
O -4.1285 2.0588 2.5832
H -3.4440 1.4317 2.1611
H -3.6410 2.7047 3.1295
H -4.6675 2.5159 1.9244
O -0.8077 3.8929 0.7422
H -1.2482 3.9383 1.6027
H -1.4255 4.2525 0.0827
H -0.6411 2.9090 0.4553
Cs -1.4860 -1.2733 -3.0379
S -1.5520 0.6818 -0.0948
O -0.6615 1.7614 -0.5789
O -0.8393 -0.5874 -0.0484
O -2.0807 1.1784 1.1945
O -2.6073 0.4948 -1.1037
C 4.2074 2.2771 -2.2381
C 3.1609 2.5198 -1.1462
C 2.6796 3.9952 -1.1918
O 2.0815 4.4233 0.0157
C 1.6039 5.7430 0.0365
N 2.0330 1.6070 -1.1744
H 3.8782 2.4148 -3.2718
H 4.5062 1.2261 -2.2635
H 5.1111 2.8607 -2.0631
H 3.7162 2.3651 -0.2160
H 1.9326 4.0857 -1.9940
H 3.4938 4.6842 -1.4362
H 2.2890 6.4015 -0.5042
H 1.3727 6.1278 1.0267
H 0.6704 5.7021 -0.5494
H 1.1246 2.0163 -1.0227
H 2.0456 1.0494 -0.3140
C 2.4874 -3.3877 -0.3318
C 2.6985 -2.2297 -1.2439
C 3.8550 -2.1617 -2.2273
O 5.0531 -2.0767 -1.4873
C 6.1734 -2.0016 -2.3565
N 1.4280 -1.6326 -1.7151
H 3.3793 -3.5608 0.2724
H 2.2767 -4.2644 -0.9551
H 1.6964 -3.2646 0.4091
H 3.0333 -1.4771 -0.5061
H 3.7798 -1.2914 -2.8836
H 3.7280 -3.0928 -2.7963
H 7.1436 -1.8931 -1.8800
H 6.0690 -1.0614 -2.9168
H 6.1400 -2.7863 -3.1142
H 1.6874 -0.6776 -1.9602
H 0.8192 -1.2827 -0.9828
C -0.8720 3.5357 -2.8958
C -0.5881 4.4418 -4.0977
C -1.6226 4.4110 -5.1754
O -1.4280 3.1970 -5.8890
C -2.1406 3.1333 -7.1194
N -0.4330 5.8881 -3.6798
H -0.7621 3.9353 -1.8885
H -0.1182 2.7634 -3.0660
H -1.8397 3.0190 -2.9322
H 0.4205 4.3501 -4.5008
H -1.5733 5.2427 -5.8840
H -2.6272 4.6081 -4.7629
H -1.5701 2.5709 -7.8585
H -2.1922 4.1085 -7.6128
H -3.1414 2.7227 -6.9867
H 0.4879 5.9102 -3.2517
H -1.0596 6.0580 -2.8968
C 1.1102 2.0759 2.7361
C 2.0030 0.8227 2.6236
C 1.9599 -0.2493 3.7295
O 3.1463 -1.0029 3.5034
C 3.3585 -1.9201 4.5827
N 1.6483 0.2234 1.3235
H 1.4257 2.6940 3.5770
H 0.0544 1.7978 2.8444
H 1.2072 2.6582 1.8177
H 3.0014 1.2246 2.4437
H 1.1431 -0.9166 3.4215
H 1.8341 0.0164 4.7807
H 3.8337 -1.4788 5.4647
H 4.1633 -2.5922 4.2834
H 2.4455 -2.4423 4.8669
H 0.6391 0.1422 1.2495
H 2.0137 -0.7245 1.2797
C -4.2456 -3.9708 0.1719
C -3.4935 -3.8406 1.5141
C -4.4052 -4.5631 2.5298
C -3.6386 -4.6733 3.8696
C -2.2442 -5.3630 3.7863
C -1.3718 -4.8074 2.6267
N -2.2032 -4.5173 1.4359
O -1.4483 -4.0067 0.3578
C -0.5127 -3.6173 3.0222
C -0.5993 -6.0911 2.1343
C -3.3782 -2.3430 1.9060
H -5.1905 -3.4252 0.1929
H -4.4690 -5.0215 -0.0034
H -3.6300 -3.5446 -0.6201
H -5.3258 -4.0390 2.7740
H -4.4878 -5.6194 2.2738
H -4.2991 -5.1529 4.5932
H -3.3055 -3.7406 4.3373
H -2.3435 -6.4474 3.8394
H -1.7457 -5.1380 4.7320
H 0.4696 -4.0216 3.2874
H -0.2107 -2.8986 2.2499
H -0.8137 -2.8920 3.7817
H -1.2707 -6.7975 1.6554
H 0.1683 -5.7502 1.4372
H -0.1057 -6.6362 2.9411
H -4.3267 -2.0231 2.3452
H -3.0403 -1.6266 1.1543
H -2.6545 -2.2164 2.7144
H -1.2762 -3.1001 0.6668
```

Output
E_HOMO = -11.891 eV
Kohn-Sham gap = 3.8329 eV
E_LUMO = -8.058 eV
ΔE to the lowest compared entry with this formula, charge and spin = 29.6 kcal per mole
2S+1 = 1
total charge = +2
calculated total energy = -70474.24746 eV

***

Formula: C25H72F3N5O15S
Source: OMol25
Level of theory: ωB97M-V with the def2-TZVPD basis set

Structure (XYZ):
```
121
Properties=species:S:1:pos:R:3
N 1.0145 19.7648 5.1684
H 0.2746 19.4232 4.5668
H 1.9540 19.4688 4.9067
H 0.8232 19.4422 6.1652
H 1.0843 20.7967 5.2918
C -0.2910 23.8128 7.8787
F -0.9546 22.8159 8.4810
F -1.1709 24.8292 7.7961
F 0.6929 24.2622 8.6440
S 0.3005 23.3174 6.1864
O 1.0091 24.5423 5.8156
O 1.1956 22.1778 6.3116
O -0.8771 23.1227 5.3702
C 2.0236 23.4239 1.8410
C 3.0301 24.2606 2.6247
O 2.3505 25.3071 3.2976
O 1.0746 22.6954 2.6199
H 2.5642 22.7380 1.1855
H 1.4228 24.1564 1.2953
H 3.8048 24.6547 1.9605
H 3.6532 23.7102 3.3461
H 2.0363 24.9785 4.1505
H 0.4125 23.3730 2.8368
C -4.9564 22.5125 11.0331
C -3.5733 22.2644 10.4487
O -3.6641 21.3039 9.4256
O -5.3700 21.3053 11.7176
H -5.6792 22.7152 10.2345
H -5.0499 23.3478 11.7276
H -2.9822 21.8226 11.2527
H -3.0712 23.1740 10.1002
H -4.1370 21.5858 8.6113
H -4.9734 20.6207 11.1585
C 1.7604 25.4101 11.8842
C 0.5508 24.5253 11.6984
O 0.3412 23.7595 12.8902
O 1.4429 26.4255 12.8525
H 2.0718 25.9241 10.9650
H 2.6359 24.8474 12.2313
H 0.8459 23.8160 10.9282
H -0.3641 25.0755 11.4739
H 0.2827 24.3977 13.6118
H 2.2062 27.0093 12.8855
C -0.7567 26.7414 4.0320
C -1.6799 25.8611 3.2140
O -1.1542 24.5440 3.0368
O 0.1406 27.4078 3.1329
H -0.1794 26.1119 4.7067
H -1.2530 27.5217 4.6099
H -1.9695 26.3155 2.2707
H -2.6422 25.6856 3.7239
H -1.2503 24.0141 3.8442
H 0.9594 26.9080 3.0254
C 1.1056 17.3058 8.1699
C 1.0213 18.7683 8.5857
C 2.3740 19.4633 8.5419
O 3.3844 18.7454 9.2248
C 3.1381 18.6188 10.6061
N 0.0298 19.5656 7.8353
H 1.3686 16.6309 8.9828
H 1.7796 17.1755 7.3246
H 0.0915 16.9532 7.9492
H 0.8159 18.8853 9.6597
H 2.3503 20.4633 8.9966
H 2.6996 19.6732 7.5149
H 4.0999 18.3622 11.0537
H 2.4560 17.8089 10.8735
H 2.8297 19.5401 11.1101
H -0.8720 19.0925 7.8166
H -0.1659 20.3683 8.4300
C 3.0540 26.5574 8.0675
C 4.1323 25.5307 7.6978
C 3.9420 24.1497 8.3350
O 4.1465 24.2499 9.7348
C 4.2912 22.9693 10.2861
N 4.2720 25.4587 6.2420
H 3.1914 26.8706 9.1018
H 2.0689 26.1888 7.7851
H 3.2128 27.4693 7.4870
H 5.0793 25.8799 8.1195
H 4.6233 23.4932 7.7721
H 2.9689 23.6792 8.1469
H 3.4173 22.3428 10.0235
H 4.2221 23.0493 11.3733
H 5.1674 22.3896 9.9767
H 3.4253 25.0696 5.8329
H 4.9927 24.7622 6.0581
C -5.8414 30.8461 7.2899
C -5.6659 29.6369 8.2187
C -4.2727 29.0581 8.0047
O -4.1245 27.9155 8.8175
C -2.7850 27.4816 8.9032
N -5.8892 30.0780 9.6150
H -6.8735 31.1927 7.2698
H -5.6039 30.6341 6.2406
H -5.1687 31.6604 7.5635
H -6.4509 28.9286 7.9525
H -3.4541 29.7792 8.1168
H -4.2175 28.7357 6.9530
H -2.2668 28.0254 9.6977
H -2.2799 27.5130 7.9310
H -2.7514 26.4215 9.1682
H -4.9779 30.0220 10.0735
H -6.3448 29.3101 10.1074
C -4.4047 22.3445 4.9111
C -4.0293 22.6206 6.3754
C -3.8068 24.1344 6.5134
O -5.0753 24.7962 6.4541
C -4.9160 26.1274 5.9809
N -5.2034 22.2718 7.2181
H -5.0863 23.1152 4.5561
H -4.5855 21.3165 4.6011
H -3.5058 22.5493 4.2975
H -3.1457 22.0683 6.6921
H -3.0798 24.5847 5.8352
H -3.4059 24.3883 7.5001
H -5.8211 26.7120 6.1036
H -4.7006 26.0201 4.9063
H -4.0236 26.6524 6.3297
H -5.7953 23.0949 7.2638
H -5.7851 21.5729 6.7732
```

Output
E_HOMO = -9.215 eV
Kohn-Sham gap = 8.6814 eV
E_LUMO = -0.533 eV
ΔE to the lowest compared entry with this formula, charge and spin = 0.0 kcal per mole
2S+1 = 1
calculated total energy = -84239.49220 eV

***

Formula: C25H72N3O13
Source: OMol25
Level of theory: ωB97M-V with the def2-TZVPD basis set

Structure (XYZ):
```
113
Properties=species:S:1:pos:R:3
C -0.3571 1.6864 -0.5406
O 0.6229 1.8714 -1.6096
H -0.4541 2.6584 -0.3516
H -0.0071 0.9764 0.2444
H -1.1411 1.1034 -1.0896
C 2.2949 -1.1466 2.2604
O 1.6109 0.0844 2.3484
H 1.4999 -1.8916 2.6394
H 3.3069 -1.1266 2.7364
H 2.5829 -1.1166 1.2854
H 1.9259 0.6894 1.8554
C 2.4219 -0.8866 -1.5276
O 2.1309 -0.0486 -2.7156
H 2.3509 -1.9386 -2.0986
H 1.6859 -0.6076 -0.7956
H 3.3819 -0.9246 -1.0706
H 1.4089 0.5304 -2.3366
C -2.4341 4.4854 -2.8026
O -3.0131 5.7614 -2.6886
H -1.4681 4.3984 -2.3036
H -2.4301 4.3334 -3.9486
H -3.2511 3.8064 -2.3506
H -2.3381 6.3554 -2.4866
C 0.4929 2.4744 -5.1076
O -0.4861 2.0294 -4.1156
H 0.0749 2.4134 -6.0876
H 1.4069 2.1164 -5.0476
H 0.7099 3.5624 -4.8556
H -0.1331 2.2054 -3.1886
C 2.4599 4.7524 -2.0796
O 1.0499 4.4954 -2.0606
H 2.5579 4.7994 -3.1226
H 2.9339 3.9784 -1.5146
H 2.7319 5.7144 -1.6886
H 0.8299 3.6024 -1.6606
C 2.6109 3.2224 1.0634
O 2.6159 2.1284 0.2464
H 3.4139 3.8814 1.0274
H 2.4689 3.1654 2.1744
H 1.9849 4.0674 0.9114
H 1.8689 2.2544 -0.3906
C -0.7291 -0.7476 -4.1826
O 0.1849 -1.7256 -4.7136
C 1.2289 -1.0816 -5.4446
C 2.4399 -2.0906 -5.6086
N 3.5619 -1.4046 -6.3056
C 4.5859 -2.4716 -6.5036
C 5.7079 -1.7496 -7.2276
O 6.6209 -2.7926 -7.5386
C 7.8209 -2.2926 -8.1916
H -1.1491 -0.3046 -4.9156
H -0.2641 -0.2676 -3.5296
H -1.4571 -1.2396 -3.6096
H 1.3699 -0.0706 -4.9836
H 0.8249 -0.7546 -6.4606
H 2.0779 -3.0576 -5.8976
H 2.9029 -2.4996 -4.7046
H 4.1439 -0.6176 -5.7606
H 4.0749 -3.4296 -7.0566
H 5.0409 -2.9076 -5.6496
H 6.3789 -1.1286 -6.6016
H 5.3809 -1.2796 -8.2016
H 7.4889 -2.1216 -9.3846
H 8.3679 -3.1736 -8.4446
H 8.3369 -1.6096 -7.5786
C -0.5791 -2.4986 6.0234
O -1.3231 -1.4536 5.3794
C -2.3401 -1.8946 4.4664
C -1.6691 -1.9226 3.0194
N -2.3291 -2.6266 1.9344
C -1.9141 -2.1496 0.6934
C -2.6401 -2.8486 -0.4366
O -4.0281 -2.7586 -0.0846
C -4.8641 -3.3076 -1.1226
H -0.0991 -2.0606 6.9904
H 0.3709 -2.5556 5.3284
H -1.0691 -3.4096 6.1214
H -3.0971 -1.1946 4.3834
H -2.6821 -2.8496 4.7724
H -0.6211 -2.1536 3.1284
H -1.4041 -0.8266 2.5864
H -3.3691 -2.4326 2.0844
H -0.8631 -2.3386 0.3134
H -2.0341 -1.1376 0.6144
H -2.2621 -3.8976 -0.5626
H -2.2821 -2.4326 -1.4606
H -4.4811 -4.3226 -1.5526
H -4.8071 -2.6466 -1.9526
H -5.8141 -3.2596 -0.9226
C -4.4721 -2.4756 9.8584
O -4.6271 -1.7676 8.6204
C -3.4541 -0.9566 8.2574
C -3.8491 -0.0346 7.1104
N -2.7611 0.6994 6.7084
C -3.0711 1.5544 5.4384
C -1.8791 1.8084 4.5494
O -2.0511 2.7284 3.5404
C -0.8461 2.8394 2.7074
H -4.3751 -1.7306 10.5964
H -3.7131 -3.0826 9.7484
H -5.4071 -3.0276 10.0944
H -2.7311 -1.5586 7.9984
H -3.1001 -0.4496 9.0564
H -4.7511 0.6704 7.2614
H -4.0521 -0.7086 6.3044
H -2.2251 -0.0396 6.3244
H -3.2511 2.5874 5.8524
H -4.0031 1.1884 4.8424
H -1.4891 0.8614 4.2124
H -1.0441 2.1904 5.2224
H -0.5811 1.8824 2.1294
H 0.1359 3.1524 3.1054
H -1.0641 3.5484 2.0564
```

Output
E_HOMO = -5.791 eV
Kohn-Sham gap = 7.9780 eV
E_LUMO = 2.187 eV
ΔE to the lowest compared entry with this formula, charge and spin = 0.0 kcal per mole
2S+1 = 1
total charge = -1
calculated total energy = -58163.44694 eV

***

It is found that the maximum force values, taken in the order of the records, are 5.806; 4.800; 2.997; 10.113 eV Å⁻¹.